# 1
{
  "formula": "C51H42MnN6O4S",
  "method": "the ωB97M-V functional and the def2-TZVPD basis",
  "species": ["Mn", "C", "O", "C", "C", "C", "C", "C", "C", "C", "C", "C", "C", "C", "N", "C", "C", "C", "C", "C", "C", "C", "C", "C", "C", "O", "C", "C", "C", "C", "N", "C", "C", "C", "C", "C", "C", "O", "C", "C", "C", "C", "C", "C", "C", "N", "C", "C", "N", "C", "C", "C", "C", "O", "C", "C", "C", "H", "H", "H", "H", "H", "H", "H", "H", "H", "H", "H", "H", "H", "H", "H", "H", "H", "H", "H", "H", "H", "H", "H", "H", "H", "H", "H", "H", "H", "H", "H", "H", "H", "H", "H", "H", "S", "C", "N", "C", "C", "N", "H", "H", "H", "H", "H", "H"],
  "positions_angstrom": [[-0.263, 0.246, 0.046], [-1.607, -9.494, 0.724], [-2.367, -8.469, 1.342], [-1.995, -7.188, 1.127], [-0.954, -6.798, 0.292], [-0.669, -5.446, 0.143], [-1.401, -4.471, 0.803], [-2.441, -4.881, 1.642], [-2.735, -6.217, 1.807], [-1.085, -3.026, 0.641], [-2.037, -2.184, 0.079], [-3.322, -2.622, -0.379], [-4.023, -1.516, -0.709], [-3.166, -0.389, -0.493], [-1.944, -0.812, -0.022], [-3.532, 0.918, -0.780], [-2.619, 1.965, -0.782], [-2.935, 3.302, -1.184], [-1.770, 3.987, -1.236], [-0.737, 3.095, -0.807], [0.596, 3.453, -0.672], [1.040, 4.787, -1.160], [1.785, 4.886, -2.337], [2.214, 6.112, -2.800], [1.908, 7.275, -2.092], [2.377, 8.428, -2.621], [2.052, 9.640, -1.961], [1.168, 7.191, -0.917], [0.742, 5.948, -0.464], [1.537, 2.634, -0.063], [1.302, 1.389, 0.472], [2.485, 1.002, 1.054], [2.736, -0.217, 1.676], [4.040, -0.403, 2.364], [4.360, 0.357, 3.480], [5.577, 0.209, 4.134], [6.501, -0.717, 3.661], [7.712, -0.944, 4.217], [8.076, -0.172, 5.349], [6.192, -1.487, 2.537], [4.976, -1.331, 1.905], [1.836, -1.272, 1.646], [2.065, -2.542, 2.263], [1.019, -3.339, 1.938], [0.127, -2.556, 1.141], [0.632, -1.289, 0.975], [3.472, 2.024, 0.882], [2.888, 3.028, 0.187], [-1.274, 1.859, -0.527], [-4.945, 1.191, -1.153], [-5.956, 1.060, -0.211], [-7.284, 1.303, -0.536], [-7.613, 1.680, -1.834], [-8.869, 1.942, -2.261], [-9.926, 1.819, -1.325], [-6.605, 1.808, -2.793], [-5.291, 1.568, -2.452], [-2.037, -10.431, 1.062], [-0.558, -9.444, 1.028], [-1.677, -9.435, -0.365], [-0.367, -7.527, -0.245], [0.147, -5.154, -0.508], [-3.015, -4.137, 2.180], [-3.532, -6.540, 2.461], [-3.638, -3.649, -0.430], [-5.029, -1.453, -1.088], [-3.926, 3.657, -1.408], [-1.615, 5.013, -1.524], [2.022, 3.987, -2.893], [2.787, 6.197, -3.713], [2.485, 10.434, -2.563], [2.483, 9.670, -0.957], [0.970, 9.778, -1.901], [0.923, 8.075, -0.347], [0.175, 5.888, 0.457], [3.645, 1.079, 3.855], [5.786, 0.814, 5.004], [9.074, -0.499, 5.626], [7.392, -0.348, 6.183], [8.096, 0.894, 5.109], [6.923, -2.198, 2.180], [4.750, -1.931, 1.032], [2.909, -2.780, 2.888], [0.841, -4.358, 2.238], [4.483, 1.967, 1.244], [3.324, 3.962, -0.124], [-5.705, 0.770, 0.802], [-8.043, 1.201, 0.225], [-10.835, 2.063, -1.866], [-9.801, 2.518, -0.494], [-9.996, 0.799, -0.940], [-6.881, 2.094, -3.798], [-4.518, 1.664, -3.205], [0.668, -0.028, -2.408], [1.685, -1.377, -2.401], [2.862, -1.433, -3.034], [3.495, -2.743, -2.942], [2.572, -3.480, -1.945], [1.462, -2.547, -1.802], [3.184, -0.674, -3.608], [4.513, -2.655, -2.565], [3.524, -3.235, -3.914], [3.058, -3.653, -0.983], [2.227, -4.434, -2.342], [0.659, -2.702, -1.214]],
  "homo_energy_ev": [-9.32, -9.42],
  "mol_weight_g_mol": 889.9,
  "e_above_lowest_ev": 0.000,
  "spin_multiplicity": 5,
  "charge": 1,
  "largest_force_ev_per_a": 0.21
}


# 2
{
  "formula": "C51H42N2O2PV",
  "method": "the ωB97M-V functional and the def2-TZVPD basis",
  "species": ["V", "O", "C", "C", "C", "C", "C", "C", "C", "C", "C", "O", "C", "C", "C", "C", "C", "C", "C", "C", "C", "C", "C", "C", "N", "C", "C", "C", "C", "C", "C", "C", "C", "C", "C", "C", "C", "H", "H", "H", "H", "H", "H", "H", "H", "H", "H", "H", "H", "H", "H", "H", "H", "H", "H", "H", "H", "H", "H", "H", "H", "H", "H", "H", "N", "P", "C", "C", "C", "C", "C", "C", "C", "C", "C", "C", "C", "C", "C", "C", "C", "C", "C", "C", "H", "H", "H", "H", "H", "H", "H", "H", "H", "H", "H", "H", "H", "H", "H"],
  "positions_angstrom": [[0.691, -0.302, -0.431], [2.229, -1.354, -0.606], [3.159, -1.497, 0.420], [2.427, -1.839, 1.747], [1.652, -0.713, 2.367], [1.741, -0.423, 3.720], [1.026, 0.645, 4.236], [0.229, 1.400, 3.390], [0.156, 1.057, 2.051], [-0.721, 1.775, 1.083], [0.040, 2.446, -0.100], [0.916, 1.556, -0.722], [0.821, 3.629, 0.477], [0.217, 4.862, 0.704], [0.924, 5.891, 1.311], [2.243, 5.698, 1.697], [2.850, 4.471, 1.469], [2.144, 3.443, 0.862], [-0.990, 2.901, -1.149], [-0.533, 3.102, -2.451], [-1.398, 3.498, -3.457], [-2.746, 3.691, -3.183], [-3.210, 3.496, -1.894], [-2.339, 3.111, -0.882], [0.853, 0.013, 1.573], [4.007, -0.226, 0.536], [4.555, 0.211, 1.739], [5.345, 1.352, 1.788], [5.606, 2.069, 0.631], [5.064, 1.642, -0.573], [4.268, 0.508, -0.619], [4.076, -2.693, 0.108], [3.814, -3.490, -0.998], [4.620, -4.584, -1.286], [5.697, -4.892, -0.472], [5.968, -4.097, 0.633], [5.164, -3.005, 0.918], [3.131, -2.222, 2.485], [1.743, -2.659, 1.505], [2.379, -1.021, 4.356], [1.093, 0.893, 5.287], [-0.329, 2.250, 3.759], [-1.283, 2.536, 1.627], [-1.445, 1.059, 0.679], [-0.809, 5.026, 0.396], [0.444, 6.848, 1.473], [2.795, 6.501, 2.167], [3.880, 4.308, 1.760], [2.621, 2.490, 0.669], [0.514, 2.932, -2.662], [-1.020, 3.652, -4.461], [-3.426, 3.991, -3.971], [-4.260, 3.641, -1.667], [-2.738, 2.960, 0.113], [4.368, -0.331, 2.658], [5.755, 1.678, 2.735], [6.221, 2.958, 0.667], [5.252, 2.202, -1.480], [3.837, 0.179, -1.554], [2.973, -3.240, -1.630], [4.403, -5.194, -2.154], [6.327, -5.744, -0.698], [6.813, -4.323, 1.271], [5.403, -2.380, 1.770], [-0.937, -1.251, -0.557], [-2.422, -1.593, -0.760], [-3.521, -0.644, 0.354], [-4.441, 0.292, -0.105], [-5.128, 1.096, 0.797], [-4.902, 0.966, 2.158], [-3.988, 0.026, 2.623], [-3.300, -0.772, 1.726], [-3.094, -1.240, -2.419], [-2.574, -0.129, -3.080], [-3.074, 0.243, -4.318], [-4.093, -0.496, -4.904], [-4.610, -1.607, -4.252], [-4.113, -1.978, -3.011], [-2.812, -3.330, -0.412], [-4.076, -3.758, -0.018], [-4.308, -5.104, 0.222], [-3.278, -6.023, 0.071], [-2.014, -5.598, -0.312], [-1.779, -4.252, -0.551], [-4.612, 0.409, -1.167], [-5.839, 1.825, 0.430], [-5.437, 1.594, 2.859], [-3.810, -0.078, 3.686], [-2.570, -1.491, 2.082], [-1.778, 0.444, -2.616], [-2.668, 1.112, -4.820], [-4.482, -0.209, -5.873], [-5.397, -2.190, -4.713], [-4.514, -2.852, -2.511], [-4.876, -3.038, 0.113], [-5.292, -5.434, 0.531], [-3.461, -7.073, 0.261], [-1.209, -6.313, -0.420], [-0.795, -3.895, -0.832]],
  "homo_energy_ev": [-7.10, -8.48],
  "mol_weight_g_mol": 796.8,
  "e_above_lowest_ev": 0.000,
  "spin_multiplicity": 3,
  "charge": 0,
  "largest_force_ev_per_a": 0.73
}


# 3
{
  "formula": "C51H42N3P2RuS2",
  "method": "the ωB97M-V functional and the def2-TZVPD basis",
  "species": ["Ru", "C", "C", "N", "C", "C", "C", "C", "C", "C", "C", "N", "C", "C", "C", "C", "C", "C", "C", "C", "N", "C", "H", "H", "H", "H", "H", "H", "H", "H", "H", "H", "H", "H", "C", "C", "C", "C", "C", "C", "C", "P", "C", "C", "C", "C", "C", "C", "C", "C", "C", "C", "C", "C", "C", "C", "H", "H", "H", "H", "H", "H", "H", "H", "H", "H", "H", "H", "H", "H", "H", "H", "H", "H", "H", "H", "S", "P", "S", "C", "C", "C", "C", "C", "C", "C", "C", "C", "C", "C", "C", "H", "H", "H", "H", "H", "H", "H", "H", "H", "H"],
  "positions_angstrom": [[-0.234, 0.216, -0.569], [0.391, 2.332, -4.405], [-0.205, 1.597, -3.399], [0.437, 1.273, -2.269], [1.723, 1.655, -2.103], [2.419, 2.397, -3.095], [1.710, 2.733, -4.266], [3.746, 2.793, -2.841], [4.326, 2.545, -1.607], [3.653, 1.848, -0.624], [2.370, 1.316, -0.873], [1.637, 0.555, -0.023], [2.095, -0.202, 0.997], [3.439, -0.516, 1.297], [3.744, -1.208, 2.452], [2.749, -1.635, 3.318], [1.394, -1.505, 2.964], [0.341, -2.072, 3.706], [-0.942, -2.025, 3.189], [-1.171, -1.409, 1.973], [-0.204, -0.789, 1.277], [1.060, -0.823, 1.767], [-0.177, 2.589, -5.284], [-1.240, 1.284, -3.475], [2.188, 3.310, -5.040], [4.288, 3.333, -3.600], [5.319, 2.921, -1.406], [4.080, 1.758, 0.361], [4.216, -0.258, 0.595], [4.779, -1.413, 2.686], [2.997, -2.137, 4.239], [0.552, -2.560, 4.644], [-1.761, -2.489, 3.715], [-2.151, -1.428, 1.517], [-3.072, 4.544, 1.933], [-3.073, 4.841, 0.463], [-3.639, 6.036, 0.031], [-3.672, 6.394, -1.304], [-3.094, 5.565, -2.250], [-2.528, 4.374, -1.840], [-2.539, 3.977, -0.503], [-1.869, 2.262, -0.319], [-1.248, 2.187, 1.408], [-1.895, 1.443, 2.395], [-1.398, 1.404, 3.683], [-0.235, 2.087, 3.997], [0.425, 2.808, 3.017], [-0.070, 2.884, 1.722], [0.605, 3.749, 0.700], [-3.411, 1.295, -0.225], [-4.626, 1.848, 0.161], [-5.728, 1.040, 0.376], [-5.612, -0.333, 0.225], [-4.425, -0.883, -0.219], [-3.311, -0.086, -0.498], [-2.101, -0.670, -1.094], [-3.719, 5.243, 2.459], [-2.067, 4.641, 2.342], [-3.419, 3.536, 2.142], [-4.076, 6.699, 0.767], [-4.146, 7.316, -1.601], [-3.093, 5.840, -3.294], [-2.069, 3.719, -2.569], [-2.798, 0.899, 2.152], [-1.921, 0.840, 4.439], [0.151, 2.066, 5.005], [1.336, 3.332, 3.269], [1.622, 3.992, 1.001], [0.054, 4.683, 0.574], [0.640, 3.253, -0.272], [-4.715, 2.914, 0.297], [-6.662, 1.484, 0.688], [-6.460, -0.969, 0.426], [-4.359, -1.948, -0.394], [-2.040, -0.400, -2.167], [-2.134, -1.766, -1.042], [0.017, -4.356, -3.686], [0.991, -3.830, -2.055], [1.101, -1.829, -1.797], [0.386, -4.728, -0.573], [0.741, -4.302, 0.700], [0.413, -5.084, 1.792], [-0.257, -6.284, 1.616], [-0.622, -6.700, 0.348], [-0.302, -5.921, -0.748], [2.734, -4.390, -2.050], [3.618, -3.878, -1.108], [4.914, -4.355, -1.069], [5.325, -5.327, -1.966], [4.445, -5.828, -2.909], [3.145, -5.360, -2.952], [1.264, -3.365, 0.837], [0.690, -4.753, 2.781], [-0.496, -6.900, 2.469], [-1.150, -7.632, 0.214], [-0.587, -6.233, -1.743], [3.297, -3.102, -0.424], [5.602, -3.962, -0.336], [6.340, -5.690, -1.935], [4.773, -6.581, -3.611], [2.447, -5.735, -3.689]],
  "homo_energy_ev": [-6.86, -6.96],
  "mol_weight_g_mol": 924.1,
  "spin_multiplicity": 2,
  "charge": 0,
  "largest_force_ev_per_a": 2.08
}